Entry from the Open Molecules 2025 dataset: a molecular structure, C21H21BF5IrN9O5STe in a non-equilibrium geometry (ωB97M-V with the def2-TZVPD basis set).

Computed properties:
multiplicity: 6
orbital gap (alpha / beta): 0.2565 / 0.2484 Ha
E_LUMO (alpha / beta): -1.1 / -2.0 eV
HOMO (alpha / beta): -8.086 / -8.792 eV

```
65
Properties=species:S:1:pos:R:3:forces:R:3
Ir 0.7384 -0.2864 -0.7638 -0.11 0.15 0.07
C 1.3256 3.9547 0.0238 0.09 0.07 -0.07
C 0.7822 2.9295 -0.9087 0.19 -0.12 -0.02
N 1.5987 1.7524 -0.6607 -0.25 0.16 0.26
N 2.3877 2.0296 0.3817 -0.22 -0.13 0.00
C 2.2204 3.3378 0.7994 0.21 0.04 -0.06
B 3.0806 0.8894 1.2090 0.11 0.00 -0.01
N 1.9853 0.2820 2.1079 -0.03 0.00 -0.07
C 1.7703 0.3250 3.4369 0.01 -0.02 -0.01
C 0.5238 -0.2071 3.6903 0.01 -0.01 0.00
C 0.0223 -0.5523 2.4321 -0.01 0.01 0.02
N 0.9055 -0.2539 1.4910 0.10 0.01 0.03
N 3.6515 -0.1574 0.2372 0.04 -0.05 0.11
C 4.9302 -0.5684 0.1175 -0.01 0.00 -0.01
C 4.9799 -1.5368 -0.8595 -0.01 -0.01 0.01
C 3.6575 -1.6685 -1.2973 0.00 -0.04 0.01
N 2.8749 -0.8403 -0.6211 0.03 0.03 -0.16
N 4.2324 1.4969 1.9867 -0.01 0.04 -0.02
C 5.1152 2.4270 1.5351 0.01 -0.05 0.01
C 6.1663 2.4714 2.4131 0.00 0.02 0.00
C 5.8435 1.5027 3.3837 0.00 -0.03 -0.01
N 4.6942 0.9109 3.1164 -0.01 0.03 0.03
H 1.0240 4.9848 0.0628 0.00 0.01 0.01
H 0.7759 3.1939 -1.9650 0.01 -0.04 0.00
H 2.8063 3.7109 1.6220 -0.04 0.01 0.02
H 2.5308 0.7050 4.0955 -0.01 0.00 0.00
H 0.0507 -0.3291 4.6482 0.00 0.00 0.00
H -0.9230 -0.9893 2.1537 0.00 0.01 0.00
H 5.7047 -0.1501 0.7380 0.00 -0.01 0.00
H 5.8456 -2.0731 -1.2047 0.00 0.00 0.00
H 3.2311 -2.3024 -2.0560 0.01 0.01 -0.01
H 4.9383 2.9717 0.6222 0.02 0.00 -0.01
H 7.0326 3.1075 2.3656 0.00 0.00 0.00
H 6.4005 1.2146 4.2609 0.00 0.00 0.00
C -7.1915 -4.0920 -1.4049 0.00 0.00 0.01
C -5.9742 -3.2114 -1.3677 0.00 0.00 -0.02
C -5.5526 -2.6395 -0.1674 0.01 0.01 0.00
C -4.4496 -1.8056 -0.1252 -0.04 0.01 0.06
C -3.7588 -1.5419 -1.2993 0.11 0.00 -0.08
C -4.1565 -2.0956 -2.5074 -0.01 0.00 0.02
C -5.2639 -2.9285 -2.5309 -0.01 0.00 0.00
S -2.3382 -0.5024 -1.2528 -0.18 0.00 -0.08
O -2.5198 0.4871 -0.2349 -0.16 0.24 0.27
O -2.0348 -0.0906 -2.5944 0.03 -0.06 -0.06
N -1.0912 -1.4477 -0.6966 -0.02 -0.22 -0.27
C -1.0144 -2.7356 -1.1666 0.12 -0.02 -0.08
C -0.0089 -2.7092 -2.6350 -0.18 -0.10 0.15
O -0.3747 -3.5411 -3.4129 0.04 0.03 -0.03
O 0.8867 -1.8733 -2.4990 0.17 0.12 -0.07
H -7.2443 -4.7280 -0.5216 0.00 0.00 0.00
H -7.1930 -4.7279 -2.2888 0.00 0.00 0.00
H -8.0997 -3.4864 -1.4285 0.00 0.00 0.00
H -6.1008 -2.8472 0.7436 0.00 0.00 0.00
H -4.1332 -1.3450 0.8018 0.01 -0.01 -0.01
H -3.6042 -1.8690 -3.4094 0.01 -0.01 0.00
H -5.5807 -3.3654 -3.4698 0.00 0.00 0.00
H -1.9379 -3.2242 -1.4630 0.00 -0.02 0.07
H -0.3464 -3.3671 -0.5815 -0.03 0.00 0.05
F -2.8548 3.2249 -1.9204 -0.12 -0.04 -0.16
Te -1.9747 3.8321 -0.4350 0.82 0.68 -0.18
F -2.9701 5.3861 -0.3524 -0.26 -0.09 -0.12
F -3.3206 3.1269 0.5832 0.19 -0.69 0.16
F -1.1830 4.3989 1.1450 -0.01 0.17 0.03
F -0.9157 4.9189 -1.5355 0.07 -0.09 0.10
O -0.6024 2.5167 -0.5665 -0.67 -0.03 0.11
```
Forces are in eV/Å.

Entry from the Open Molecules 2025 dataset: 2 unconnected molecules or ions with the total composition C3H9NS in a non-equilibrium geometry (ωB97M-V with the def2-TZVPD basis set).

Computed properties:
multiplicity: 2
net charge: +1
orbital gap (alpha / beta): 0.3409 / 0.1588 Ha
E_LUMO (alpha / beta): -4.1 / -9.0 eV
HOMO (alpha / beta): -13.395 / -13.368 eV

```
14
Properties=species:S:1:pos:R:3:forces:R:3
C -3.5096 -0.2432 0.3513 0.16 1.04 0.93
N -2.6357 -0.4151 -0.5406 0.52 -0.37 0.03
H -4.0460 -0.9685 0.9631 0.10 -0.51 -0.41
H -3.6871 0.7854 0.6904 -0.21 -0.12 -0.42
H 1.5829 -1.7725 -1.7236 -0.11 -0.01 -0.14
H -2.4291 -1.4044 -0.6909 -0.45 -0.10 -0.12
C 1.6802 1.0896 0.6357 -0.61 0.54 -0.39
C 2.1850 0.0281 -0.3353 -0.99 -0.11 0.74
S 0.8063 -0.8524 -1.1074 0.30 0.15 0.06
H 2.3632 1.2057 1.4710 0.14 0.06 -0.08
H 1.5271 2.0387 0.1298 0.37 0.18 -0.03
H 0.6886 0.8873 1.0424 0.09 -0.47 0.12
H 2.8239 0.3917 -1.1397 0.27 -0.13 0.05
H 2.6503 -0.7704 0.2537 0.43 -0.15 -0.35
```
Forces are in eV/Å.

Entry from the Open Molecules 2025 dataset: 2 unconnected molecules or ions with the total composition C4H11N3 in a non-equilibrium geometry (ωB97M-V with the def2-TZVPD basis set).

Computed properties:
SMILES string: C=NN(C)C.C=N
orbital gap: 0.3382 Ha
E_LUMO: 0.9 eV
HOMO: -8.307 eV

```
18
Properties=species:S:1:pos:R:3:forces:R:3
C -1.9220 -2.4607 1.8599 4.53 -0.23 -0.26
C -0.3343 1.3847 0.9394 -0.60 -0.19 -0.15
C 0.7197 1.5519 -1.7466 -2.42 1.05 1.46
C 1.8114 -0.4336 -1.1448 1.45 -2.77 0.34
N -2.7124 -1.5626 2.0775 -3.73 0.34 1.26
N 0.3659 0.4311 0.4128 -0.85 1.23 2.71
N 0.7363 0.4036 -0.8238 -0.38 1.69 -1.15
H -0.8667 -2.2961 1.4909 -0.92 -0.01 -0.43
H -2.0036 -3.4055 2.3230 -0.81 -1.36 0.24
H -0.8914 2.2152 0.4694 0.79 -0.38 -0.57
H -0.5838 1.3661 1.9971 0.36 -0.64 -0.03
H -0.0722 1.2668 -2.4527 0.78 0.59 -0.66
H 0.4146 2.5747 -1.3258 0.39 -1.66 -0.05
H 1.7287 1.6258 -2.0523 0.64 0.47 -1.20
H 1.9394 -0.2809 -2.2282 0.69 -0.37 0.54
H 2.8023 -0.2076 -0.5026 -2.04 -0.64 -1.51
H 1.4431 -1.5303 -1.0627 1.13 1.58 0.29
H -2.5751 -0.6427 1.7693 0.97 1.30 -0.85
```
Forces are in eV/Å.

Entry from the Open Molecules 2025 dataset: C2H6N2O3 in the gas phase in a non-equilibrium geometry (ωB97M-V with the def2-TZVPD basis set).

Computed properties:
SMILES string: NC[C@@H](O)[N+](=O)[O-]
orbital gap: 0.3861 Ha
E_LUMO: 0.4 eV
HOMO: -10.093 eV

```
13
Properties=species:S:1:pos:R:3:forces:R:3
C 0.8062 -0.4229 -0.5058 -1.90 -2.43 0.67
C -0.2177 0.3847 0.3661 -1.88 -1.42 1.59
N 2.1491 -0.5922 0.0200 -0.88 -0.37 2.04
N -1.8827 -0.2115 0.0484 3.98 -0.19 0.11
O -2.1063 -1.3920 0.1394 -0.48 0.61 0.10
O -2.5679 0.6808 -0.3470 -1.69 0.40 -0.34
O -0.2881 1.6951 0.0018 -1.89 0.54 -0.46
H 0.4141 -1.4663 -0.9081 0.52 2.02 1.37
H 0.7507 0.1745 -1.3365 0.70 1.43 -2.42
H -0.2021 0.1965 1.5303 0.21 0.39 -2.16
H 2.4196 0.2984 0.4885 -0.03 -0.96 -0.41
H 1.9979 -1.3104 0.7936 0.86 1.31 -1.13
H -1.2726 1.9654 -0.2907 2.49 -1.33 1.02
```
Forces are in eV/Å.

Entry from the Open Molecules 2025 dataset: 2 unconnected molecules or ions with the total composition C4H10N2 in a non-equilibrium geometry (ωB97M-V with the def2-TZVPD basis set).

Computed properties:
SMILES string: [H]/N=C/N.C=CC
orbital gap: 0.3732 Ha
E_LUMO: 1.0 eV
HOMO: -9.180 eV

```
16
Properties=species:S:1:pos:R:3:forces:R:3
C 2.0384 1.0443 1.9038 0.37 0.43 -0.47
C 0.5826 1.2685 2.1906 -0.53 -1.00 -0.04
C -0.2576 0.3140 2.5997 0.08 0.25 0.09
H 2.2837 0.5288 0.9711 -0.30 0.10 -0.14
H 2.4965 2.0350 1.8564 0.28 -0.19 -0.06
H 2.5555 0.4757 2.6819 -0.33 0.13 0.09
H 0.1513 2.2539 2.0308 0.44 0.21 0.65
H -1.1470 0.5904 3.1574 -0.41 -0.10 -0.76
H -0.0769 -0.7499 2.4472 0.39 0.15 0.63
N -1.4728 -0.8203 -3.8570 -0.26 -0.54 0.37
C -1.0091 -1.2864 -2.6491 0.68 -0.04 0.86
N -1.3597 -0.7731 -1.5452 -0.24 0.91 -0.23
H -2.3415 -0.3026 -3.7535 0.24 -0.07 -0.25
H -1.4350 -1.5004 -4.5991 -0.23 0.14 -0.15
H -0.2630 -2.0925 -2.6659 0.02 0.22 -0.57
H -0.7455 -0.9857 -0.7692 -0.20 -0.60 -0.01
```
Forces are in eV/Å.

Entry from the Open Molecules 2025 dataset: a molecular structure, CHClS3 in a non-equilibrium geometry (ωB97M-V with the def2-TZVPD basis set).

Computed properties:
orbital gap: 0.3099 Ha
E_LUMO: -0.8 eV
HOMO: -9.255 eV

```
6
Properties=species:S:1:pos:R:3:forces:R:3
C 0.1923 0.1813 -0.1770 -2.42 0.52 0.56
S -0.0439 1.7769 -0.1265 0.62 -1.02 -0.06
S 1.4526 -0.9249 -0.0385 2.70 -0.13 0.79
S -1.3631 -1.0715 -0.2034 1.16 1.33 -0.02
Cl -2.8356 0.2735 -0.0114 -0.03 -0.19 -0.16
H 2.5977 -0.2354 0.5569 -2.03 -0.50 -1.11
```
Forces are in eV/Å.

These records have electronic energy values of -2976.49468, -572.26432, -323.12718, -414.89300, -267.86279, -1693.40816 Ha, in the order they appear.
These records have ΔE to the lowest compared entry with this formula, charge and spin values of 129.4, 145.9, 470.9, 532.0, 164.2, 77.8 kJ/mol, in the order they appear.